A cluster of 2 separate species, C24H46N3O4S3 in total, computed with wB97M-V/def2-TZVPD.

Each atom is followed by the atoms it is bonded to, with distances in Å.
Element x y z (Å)
1 C 2.87880 -1.72249 1.59742  C2 1.539, H28 1.084, H29 1.086, H30 1.079
2 C 2.70547 -0.50971 0.66519  C1 1.539, C3 1.534, H31 1.084, H32 1.085
3 C 1.63888 -0.70102 -0.42108  C2 1.534, N4 1.477, H33 1.084, H34 1.089
4 N 1.01493 0.56746 -0.84941  C3 1.477, C5 1.478, H35 1.014
5 C -0.38190 0.75676 -0.40410  N4 1.478, C6 1.533, C18 1.535, C27 1.543
6 C -1.29518 -0.17475 -1.21021  C5 1.533, C7 1.532, H36 1.087, H37 1.088
7 C -1.04352 -0.17049 -2.72129  C6 1.532, C8 1.539, H38 1.085, H39 1.082
8 C -2.32079 0.14947 -3.51773  C7 1.539, S9 1.829, H40 1.077, H41 1.082
9 S -3.23234 -1.35675 -4.01225  C8 1.829, C10 1.785
10 C -4.78679 -1.02450 -3.19974  S9 1.785, S11 1.627, N12 1.371
11 S -6.12282 -0.82907 -4.10733  C10 1.627
12 N -4.70684 -0.94395 -1.83295  C10 1.371, C13 1.462, C17 1.487
13 C -5.93794 -0.50437 -1.17864  N12 1.462, C14 1.518, H42 1.083, H43 1.087
14 C -5.71858 -0.36126 0.31612  C13 1.518, O15 1.412, H44 1.093, H45 1.084
15 O -5.24918 -1.56807 0.87929  C14 1.412, C16 1.401
16 C -4.07421 -2.00778 0.25520  O15 1.401, C17 1.505, H46 1.095, H47 1.083
17 C -4.21672 -2.21134 -1.22902  N12 1.487, C16 1.505, H48 1.079, H49 1.091
18 C -0.70312 2.22788 -0.70336  C5 1.535, C19 1.537, H50 1.090, H51 1.082
19 C -2.03253 2.76387 -0.14848  C18 1.537, C20 1.562, C21 1.526, N22 1.487
20 C -3.07849 2.86821 -1.30406  C19 1.562, H52 1.084, H53 1.079, H54 1.082
21 C -1.82244 4.19025 0.35037  C19 1.526, H55 1.083, H56 1.086, H57 1.081
22 N -2.64119 1.87559 0.87730  C19 1.487, O23 1.282, C24 1.475
23 O -3.66083 2.40273 1.44740  N22 1.282
24 C -1.70967 1.22557 1.81892  N22 1.475, C25 1.540, C26 1.544, C27 1.548
25 C -2.52548 0.17264 2.59188  C24 1.540, H58 1.084, H59 1.084, H60 1.083
26 C -1.15723 2.19877 2.88222  C24 1.544, H61 1.080, H62 1.086, H63 1.082
27 C -0.55218 0.48608 1.10570  C5 1.543, C24 1.548, H64 1.082, H65 1.084
28 H 3.07389 -1.35907 2.60031  C1 1.084
29 H 1.98490 -2.33734 1.64230  C1 1.086
30 H 3.75216 -2.29817 1.33285  C1 1.079
31 H 3.65229 -0.34793 0.16278  C2 1.084
32 H 2.53131 0.38461 1.25484  C2 1.085
33 H 0.90661 -1.45143 -0.14727  C3 1.084
34 H 2.16605 -1.09750 -1.28708  C3 1.089
35 H 1.55130 1.32701 -0.44616  N4 1.014
36 H -2.32849 0.06210 -0.97008  C6 1.087
37 H -1.14528 -1.19249 -0.85584  C6 1.088
38 H -0.69115 -1.13677 -3.06597  C7 1.085
39 H -0.29077 0.55098 -3.01217  C7 1.082
40 H -3.01249 0.67345 -2.87949  C8 1.077
41 H -2.13421 0.74598 -4.40039  C8 1.082
42 H -6.21101 0.46884 -1.56653  C13 1.083
43 H -6.74224 -1.22155 -1.32202  C13 1.087
44 H -5.07818 0.49161 0.55590  C14 1.093
45 H -6.69768 -0.19138 0.75018  C14 1.084
46 H -3.26156 -1.28726 0.39807  C16 1.095
47 H -3.77768 -2.92227 0.75349  C16 1.083
48 H -3.24474 -2.40822 -1.65511  C17 1.079
49 H -4.92556 -3.00280 -1.47674  C17 1.091
50 H 0.10995 2.83636 -0.30874  C18 1.090
51 H -0.64796 2.35257 -1.77640  C18 1.082
52 H -3.45181 3.88430 -1.35994  C20 1.084
53 H -2.64754 2.64977 -2.26925  C20 1.079
54 H -3.94881 2.25931 -1.09689  C20 1.082
55 H -1.01351 4.24288 1.06889  C21 1.083
56 H -1.49967 4.76621 -0.51149  C21 1.086
57 H -2.73592 4.62353 0.73437  C21 1.081
58 H -1.83714 -0.54977 3.01606  C25 1.084
59 H -3.21638 -0.35240 1.94215  C25 1.084
60 H -3.05617 0.61117 3.42739  C25 1.083
61 H -1.05938 1.70926 3.83963  C26 1.080
62 H -0.18712 2.56840 2.56354  C26 1.086
63 H -1.78729 3.07441 2.96244  C26 1.082
64 H 0.35249 0.68745 1.66325  C27 1.082
65 H -0.72641 -0.57945 1.20758  C27 1.084
66 C 8.46204 -1.48412 -0.43605  C67 1.534, C72 1.525, H73 1.089, H74 1.092
67 C 9.13926 -1.91259 0.87142  C66 1.534, C68 1.534, H75 1.092, H76 1.089
68 C 8.21340 -1.49980 2.02261  C67 1.534, S69 1.798, H77 1.087, H78 1.088
69 S 6.54402 -1.51320 1.35512  C68 1.798, O70 1.441, O71 1.439, C72 1.790
70 O 6.03341 -0.16578 1.36376  S69 1.441
71 O 5.81209 -2.61035 1.93095  S69 1.439
72 C 7.00999 -1.93590 -0.32099  C66 1.525, S69 1.790, H79 1.088, H80 1.090
73 H 8.94685 -1.92208 -1.30706  C66 1.089
74 H 8.50603 -0.39755 -0.53682  C66 1.092
75 H 9.27200 -2.99618 0.87557  C67 1.092
76 H 10.12448 -1.46248 0.98205  C67 1.089
77 H 8.26037 -2.19341 2.85809  C68 1.087
78 H 8.42158 -0.48864 2.36670  C68 1.088
79 H 6.34179 -1.43510 -1.01818  C72 1.088
80 H 6.91982 -3.01691 -0.42300  C72 1.090

Results
orbital gap (alpha / beta)	8.3 / 8.1	eV
energy	-70796.878	eV
highest occupied orbital energy (alpha / beta)	-0.2949 / -0.2949	Eh
multiplicity	2
<S²>	0.754
M	536.9	g mol⁻¹